Here is a 6-piece molecular cluster, CH15NO5 overall from OMol25. Energies are from ωB97M-V/def2-TZVPD.

Calculated values
max |F| = 0.034 hartree/bohr
E = -13007.872 eV
net charge = 0
SMILES = CN.O.O.O.O.O

Atoms and positions in Å:
1 C 0.7744 -0.4983 -2.1544
2 N 0.3867 0.2900 -0.9966
3 H 0.7938 0.0670 -3.0874
4 H 0.1036 -1.3421 -2.2984
5 H 1.6917 -1.0871 -2.0813
6 H 1.1542 0.8995 -0.7756
7 H -0.5058 0.6568 -1.2754
8 O -2.4522 1.2242 -0.6180
9 H -2.0030 1.3725 0.2162
10 H -3.2491 1.7479 -0.6787
11 O -1.5276 -3.2014 -0.5309
12 H -2.1994 -3.1657 0.1333
13 H -1.7129 -2.4577 -1.1102
14 O 0.6339 -1.3008 1.5667
15 H 0.3468 -0.7371 0.8335
16 H 0.5209 -2.2151 1.3211
17 O 2.4893 2.3538 0.2004
18 H 2.4217 2.1574 1.1393
19 H 1.8322 3.0337 0.0186
20 O 0.0674 1.1115 3.3156
21 H -0.0558 0.3329 2.7567
22 H 0.4891 0.7581 4.1055